No. 1
{
  "formula": "C47H123N10O17",
  "method": "the ωB97M-V functional and the def2-TZVPD basis",
  "fmax_ev_per_a": 2.63,
  "total_charge": 7,
  "total_energy_ev": -100366.92205,
  "lumo_energy_ev": -11.3917,
  "symbols": ["C", "C", "C", "O", "C", "C", "C", "O", "O", "O", "H", "H", "C", "C", "C", "O", "C", "N", "H", "H", "H", "H", "H", "H", "H", "H", "H", "H", "H", "H", "C", "C", "C", "O", "C", "N", "H", "H", "H", "H", "H", "H", "H", "H", "H", "H", "H", "H", "C", "C", "C", "O", "C", "N", "H", "H", "H", "H", "H", "H", "H", "H", "H", "H", "H", "H", "C", "C", "C", "O", "C", "N", "H", "H", "H", "H", "H", "H", "H", "H", "H", "H", "H", "H", "C", "C", "C", "O", "C", "N", "H", "H", "H", "H", "H", "H", "H", "H", "H", "H", "H", "H", "C", "C", "C", "O", "C", "N", "H", "H", "H", "H", "H", "H", "H", "H", "H", "H", "H", "H", "C", "C", "C", "O", "C", "N", "H", "H", "H", "H", "H", "H", "H", "H", "H", "H", "H", "H", "C", "C", "C", "O", "C", "N", "H", "H", "H", "H", "H", "H", "H", "H", "H", "H", "H", "H", "C", "C", "C", "O", "C", "N", "H", "H", "H", "H", "H", "H", "H", "H", "H", "H", "H", "H", "C", "C", "C", "O", "C", "N", "H", "H", "H", "H", "H", "H", "H", "H", "H", "H", "H", "H", "O", "C", "O", "O", "H"],
  "coordinates": [[-0.436, 2.265, 0.965], [0.717, 2.339, 0.149], [1.522, 1.006, -0.177], [2.675, 1.088, -0.615], [0.847, -0.200, 0.073], [-0.391, -0.240, 0.671], [-1.107, 1.036, 1.216], [-2.175, 0.919, 1.794], [-0.918, -1.348, 0.826], [1.125, 3.389, -0.389], [-0.979, 3.168, 1.166], [1.257, -1.153, -0.098], [-5.656, 1.275, -1.314], [-6.595, 2.311, -0.786], [-6.741, 3.466, -1.764], [-7.655, 4.318, -1.159], [-8.497, 5.029, -2.123], [-7.991, 1.758, -0.600], [-7.910, 0.793, -0.266], [-8.514, 2.340, 0.035], [-8.509, 1.586, -1.467], [-5.846, 0.965, -2.340], [-5.591, 0.385, -0.685], [-4.696, 1.821, -1.197], [-6.321, 2.706, 0.213], [-7.090, 3.168, -2.765], [-5.770, 3.954, -1.796], [-7.893, 5.659, -2.780], [-9.099, 5.688, -1.537], [-9.113, 4.315, -2.720], [-3.665, -2.941, -2.109], [-3.378, -3.974, -1.056], [-2.452, -5.097, -1.537], [-2.168, -5.943, -0.449], [-1.504, -7.165, -0.810], [-2.671, -3.294, 0.075], [-3.284, -2.569, 0.479], [-2.438, -3.932, 0.846], [-1.835, -2.723, -0.209], [-4.284, -2.202, -1.583], [-4.193, -3.425, -2.920], [-2.788, -2.504, -2.577], [-4.326, -4.313, -0.622], [-1.566, -4.528, -1.972], [-2.900, -5.610, -2.416], [-1.498, -7.813, 0.067], [-0.500, -6.979, -1.155], [-2.037, -7.641, -1.616], [1.260, 7.640, -2.281], [1.082, 6.146, -2.269], [2.356, 5.266, -2.661], [2.827, 5.553, -3.945], [3.901, 6.491, -4.027], [0.544, 5.840, -0.842], [-0.338, 6.352, -0.751], [0.441, 4.810, -0.599], [1.143, 6.234, -0.152], [2.140, 7.925, -1.649], [0.372, 8.087, -1.877], [1.371, 8.078, -3.294], [0.264, 5.811, -2.905], [2.140, 4.207, -2.535], [3.234, 5.487, -2.059], [3.636, 7.487, -3.615], [4.202, 6.634, -5.046], [4.731, 6.196, -3.367], [4.719, -6.211, 5.203], [4.034, -7.013, 4.095], [2.846, -6.325, 3.446], [3.374, -5.310, 2.624], [2.282, -4.524, 2.110], [5.092, -7.313, 3.037], [5.993, -7.459, 3.463], [4.967, -8.167, 2.486], [5.254, -6.504, 2.401], [5.613, -6.683, 5.571], [4.061, -6.204, 6.077], [4.971, -5.242, 4.744], [3.730, -7.985, 4.513], [2.272, -5.868, 4.257], [2.212, -7.060, 2.900], [1.427, -5.131, 1.800], [2.686, -4.024, 1.251], [1.872, -3.866, 2.875], [-2.913, -5.417, 3.335], [-4.314, -5.403, 3.939], [-4.460, -5.924, 5.335], [-3.398, -5.225, 5.973], [-3.115, -5.407, 7.363], [-4.655, -3.854, 4.093], [-5.591, -3.835, 4.513], [-4.051, -3.366, 4.794], [-4.641, -3.421, 3.165], [-2.345, -6.278, 3.684], [-2.298, -4.564, 3.595], [-2.942, -5.457, 2.225], [-4.948, -5.878, 3.184], [-4.308, -7.023, 5.294], [-5.459, -5.713, 5.718], [-3.614, -4.591, 7.928], [-2.040, -5.294, 7.528], [-3.312, -6.417, 7.696], [5.466, 3.220, -0.490], [6.148, 1.853, -0.264], [6.174, 1.457, 1.205], [6.776, 0.167, 1.255], [7.998, 0.120, 2.029], [5.347, 0.777, -0.887], [5.534, 0.559, -1.871], [5.482, -0.107, -0.401], [4.326, 0.875, -0.792], [4.402, 3.159, -0.254], [5.612, 3.549, -1.540], [5.954, 3.981, 0.149], [7.143, 1.884, -0.713], [5.164, 1.315, 1.672], [6.673, 2.258, 1.728], [8.751, 0.623, 1.385], [8.289, -0.902, 2.223], [7.883, 0.658, 2.957], [-6.793, 3.817, 5.027], [-5.909, 3.857, 3.794], [-5.118, 5.159, 3.556], [-4.618, 5.065, 2.221], [-3.662, 6.077, 2.007], [-4.982, 2.639, 3.646], [-5.351, 1.809, 3.218], [-4.197, 2.993, 3.081], [-4.664, 2.334, 4.548], [-7.536, 4.601, 4.991], [-6.401, 3.816, 6.023], [-7.377, 2.892, 4.921], [-6.567, 3.845, 2.923], [-4.329, 5.283, 4.334], [-5.777, 6.053, 3.656], [-2.786, 5.856, 2.630], [-4.078, 7.110, 2.187], [-3.229, 5.986, 1.009], [2.587, 2.262, 3.956], [2.284, 1.191, 5.026], [3.031, -0.029, 4.596], [4.453, 0.216, 4.759], [5.308, -0.707, 4.118], [2.821, 1.714, 6.353], [2.365, 1.349, 7.183], [3.821, 1.497, 6.387], [2.764, 2.743, 6.436], [3.593, 2.080, 3.526], [2.624, 3.224, 4.457], [1.834, 2.320, 3.132], [1.254, 1.025, 5.311], [2.734, -0.270, 3.564], [2.846, -0.969, 5.134], [5.143, -1.737, 4.409], [6.326, -0.345, 4.312], [5.153, -0.475, 3.061], [4.747, 3.110, -8.099], [3.278, 2.847, -7.902], [2.981, 2.857, -6.443], [1.621, 2.404, -6.290], [1.244, 2.390, -4.910], [2.373, 3.878, -8.568], [2.329, 3.820, -9.591], [1.409, 3.748, -8.177], [2.653, 4.870, -8.435], [4.950, 3.298, -9.147], [5.363, 2.263, -7.793], [5.107, 3.986, -7.555], [3.008, 1.879, -8.394], [3.120, 3.859, -5.997], [3.788, 2.250, -5.996], [1.824, 1.739, -4.257], [0.229, 2.009, -4.939], [1.341, 3.384, -4.455], [0.033, -4.299, -6.278], [1.249, -3.770, -7.019], [1.867, -2.565, -6.340], [2.377, -3.007, -5.094], [3.107, -2.041, -4.424], [2.314, -4.808, -7.054], [2.711, -4.887, -6.066], [1.947, -5.735, -7.318], [3.017, -4.549, -7.767], [0.211, -4.605, -5.255], [-0.217, -5.136, -6.965], [-0.723, -3.540, -6.284], [1.068, -3.537, -8.043], [1.047, -1.846, -6.217], [2.691, -2.162, -6.925], [3.484, -2.550, -3.509], [2.520, -1.163, -4.176], [3.959, -1.698, -5.030], [-4.049, -1.245, 1.884], [-5.313, -0.776, 2.133], [-5.601, 0.469, 1.985], [-5.920, -1.686, 2.705], [-3.303, -0.624, 1.813]],
  "atomic_forces_ev_per_a": [[0.608, -0.593, -0.657], [-0.716, -1.033, 0.200], [-1.413, -0.265, 0.837], [1.144, 0.482, -0.502], [0.672, 2.193, -0.168], [-0.453, -0.013, 0.323], [1.493, 0.153, -0.612], [-0.953, -0.269, 0.453], [-1.525, -0.887, 0.425], [0.422, 0.298, -0.101], [-0.133, 0.417, 0.152], [0.844, -0.903, -0.483], [1.112, 0.118, 0.775], [-0.760, 0.226, -0.557], [0.155, 0.172, 0.852], [-1.302, 0.788, -0.645], [0.523, -0.566, 0.067], [0.372, -1.679, -0.326], [-0.010, 0.258, 0.857], [-0.554, 0.228, 0.162], [-0.010, 0.834, -0.161], [0.007, 0.295, -0.109], [-0.038, 0.151, 0.147], [-0.146, -0.795, -0.546], [0.014, -0.398, -0.623], [0.306, -0.231, 0.156], [0.304, 0.065, -0.554], [0.086, -0.233, -0.068], [-0.600, 0.217, 0.285], [0.408, 0.503, 0.451], [-0.444, -0.131, 0.278], [0.678, -0.593, 0.229], [-0.058, 0.772, -0.696], [0.179, 0.240, -0.384], [-0.425, 0.248, 0.259], [0.022, 0.920, 0.188], [-0.071, 0.074, 0.352], [0.220, 0.132, -0.477], [-0.245, -0.586, 0.518], [0.055, 0.220, -0.805], [-0.539, 0.098, -0.073], [0.317, 0.238, 0.332], [0.265, -0.348, -0.237], [-0.304, -0.879, 0.649], [0.040, -0.016, 0.668], [-0.010, 0.148, -0.130], [0.547, 0.193, 0.005], [-0.337, -0.343, -0.240], [1.113, 0.399, -0.498], [0.529, -1.044, 0.291], [0.080, 1.144, 0.851], [-0.626, -0.157, -1.264], [-0.198, 0.921, 1.808], [-0.525, 0.025, -1.382], [0.088, -0.241, -0.037], [0.417, -0.273, -0.125], [0.890, 0.403, 0.723], [-0.705, -0.061, -0.541], [-0.440, 0.502, 0.283], [0.127, -0.463, 0.582], [0.001, 0.144, -0.190], [-0.189, -0.034, -0.190], [-0.278, 0.044, 1.146], [-0.231, -0.442, -0.451], [0.124, -0.263, -0.483], [0.059, -0.358, -0.494], [-0.545, 0.198, -0.842], [0.409, -1.033, 0.757], [0.540, -0.396, 0.346], [-1.171, 0.002, -0.390], [0.250, -0.430, 0.121], [0.296, 0.347, -0.702], [0.563, -0.116, 0.697], [-0.526, 0.172, -0.107], [-0.610, -0.484, 0.301], [0.533, -0.325, -0.072], [-0.034, 0.616, -0.274], [-0.168, -0.001, 0.850], [0.065, 0.207, -0.332], [-0.249, -0.198, 0.033], [0.307, 0.549, 0.090], [0.245, -0.363, -0.164], [-0.063, 0.606, -0.232], [0.327, 0.366, 0.063], [0.498, -0.462, -0.509], [0.592, 1.919, -0.562], [1.237, -0.706, -0.154], [0.000, -0.106, 0.140], [0.095, 0.600, 0.285], [-0.399, -1.702, 0.252], [-0.073, 0.558, -0.647], [-0.139, -0.837, -0.946], [-0.496, 0.882, 0.370], [-0.131, -0.174, -0.100], [-0.066, 0.312, 0.325], [-0.171, -0.184, 0.560], [-0.643, 0.487, 0.538], [-0.055, 0.438, 0.394], [-0.036, 0.003, 0.332], [0.018, -0.911, -0.010], [-0.063, 0.221, -0.386], [-0.646, -0.086, 0.192], [0.578, -0.043, -0.267], [-1.006, 1.236, 0.402], [-0.215, -0.737, -0.169], [0.058, 0.017, 0.868], [0.349, 0.869, -1.486], [-0.221, -1.434, -1.160], [0.144, 0.465, 0.184], [0.790, -0.182, 0.266], [-0.907, 0.810, 0.014], [0.016, 0.083, -0.053], [-0.227, -0.177, 0.549], [-0.240, -0.400, -0.289], [-0.009, -0.386, 0.304], [0.429, 0.589, -0.710], [0.541, -0.062, 0.527], [0.004, -0.382, 0.786], [-0.127, -0.239, -0.143], [-0.010, 0.178, 0.335], [-0.888, -1.189, -0.791], [-0.369, 0.985, -0.372], [-0.209, -0.327, 0.514], [-0.017, -0.063, 0.716], [0.737, 0.634, -0.019], [0.387, 2.389, 0.488], [-0.867, -1.154, -1.309], [-0.035, -0.585, 0.034], [0.463, 0.087, 0.662], [-0.024, 0.374, -0.182], [0.936, 0.117, 0.360], [-0.014, 0.118, 0.281], [-0.012, -0.464, 0.035], [-0.041, -0.087, -0.628], [0.165, -0.719, -0.025], [-0.160, 0.500, 0.453], [0.509, -1.053, -0.186], [-0.684, 0.099, -0.274], [-0.316, 0.189, -0.222], [0.320, 1.121, 0.023], [1.490, -2.060, 0.290], [-1.769, 0.736, 0.809], [0.261, 1.441, -0.934], [0.936, 0.689, 0.022], [-0.054, -0.414, 0.131], [0.255, -0.195, 0.173], [-0.149, -0.443, -0.221], [-0.668, 0.089, 0.286], [-0.115, 0.401, -0.303], [0.477, -0.261, 0.754], [-0.442, -0.200, -0.912], [0.274, 0.389, -0.068], [-0.444, 0.303, 0.356], [-0.003, -0.178, 0.011], [-0.250, -0.525, 0.352], [0.135, -1.036, -0.309], [0.381, 0.595, -0.690], [0.232, -0.407, -0.689], [-0.702, -0.154, 0.192], [1.721, 0.137, 0.865], [-0.470, 0.175, -0.171], [-0.519, 0.734, -0.051], [-0.037, -0.509, 0.040], [0.769, 0.171, -0.407], [-0.010, -0.646, 0.467], [0.244, -0.062, -0.264], [-0.261, -0.034, -0.042], [-0.153, 0.033, 0.111], [0.005, 0.754, 0.592], [-0.228, -0.110, -0.191], [-0.754, -0.360, 0.277], [0.422, -0.397, -0.367], [-0.217, 0.296, 0.381], [-0.369, -0.006, -0.317], [0.615, -0.903, -1.783], [0.484, 0.617, 1.373], [-0.160, -0.207, 0.287], [-0.952, -0.714, -0.817], [1.306, 0.051, 0.923], [0.659, -0.954, 0.777], [-0.149, 0.218, -1.551], [0.093, 0.259, 0.030], [0.059, -0.295, 0.667], [0.284, -0.194, 0.036], [-0.881, 0.161, 1.061], [-0.599, 0.211, -0.166], [-0.636, 0.227, -0.732], [0.374, 0.262, 0.012], [0.038, 0.370, -0.236], [-0.191, 0.658, -0.523], [-0.337, 0.131, 0.235], [0.013, -0.119, 0.114], [1.844, -0.517, -1.411], [-0.186, 0.927, 2.452], [0.471, -1.624, -0.406], [-1.501, 0.209, -0.544], [-0.139, 0.973, -0.196]],
  "mulliken_charge": [-1.649, 0.565, 0.525, -1.230, -0.919, 0.135, 1.022, -0.833, -0.939, -0.745, 0.521, 0.658, -1.039, 0.876, -0.846, -0.322, -0.753, -0.155, 0.315, 0.363, 0.372, 0.442, 0.023, 0.327, -0.418, 0.476, 0.378, 0.323, 0.262, 0.325, -1.512, 0.415, -0.767, -0.156, -0.856, 0.489, 0.196, -0.048, 0.354, 0.349, 0.467, 0.343, 0.394, 0.236, 0.441, 0.243, 0.333, 0.368, -1.604, 0.484, -0.621, -0.172, -0.838, -0.139, 0.410, 0.181, 0.405, 0.396, 0.515, 0.358, 0.207, 0.050, 0.553, 0.284, 0.309, 0.328, -1.356, 0.115, -0.571, -0.398, -0.793, -0.293, 0.362, 0.357, 0.339, 0.443, 0.369, 0.330, 0.378, 0.371, 0.413, 0.319, 0.311, 0.310, -1.186, 0.233, -0.883, -0.296, -0.792, -0.141, 0.378, 0.348, 0.070, 0.420, 0.380, 0.209, 0.513, 0.432, 0.426, 0.274, 0.245, 0.349, -1.291, 0.349, -0.361, -0.409, -0.856, 0.034, 0.444, 0.447, 0.379, 0.131, 0.411, 0.472, 0.390, -0.259, 0.626, 0.325, 0.227, 0.398, -1.549, 0.594, -0.920, -0.185, -0.754, 0.183, 0.178, 0.220, 0.444, 0.417, 0.415, 0.424, 0.009, 0.396, 0.505, 0.320, 0.328, 0.176, -1.092, 0.324, -0.727, -0.471, -0.477, -0.296, 0.375, 0.320, 0.339, 0.228, 0.510, 0.041, 0.432, 0.320, 0.559, 0.287, 0.229, 0.109, -1.471, 0.273, -0.371, -0.453, -0.440, -0.273, 0.388, 0.346, 0.373, 0.440, 0.427, 0.348, 0.251, 0.155, 0.353, 0.246, 0.426, -0.016, -1.312, -0.085, -0.625, -0.334, -0.797, -0.278, 0.353, 0.372, 0.359, 0.360, 0.421, 0.394, 0.438, 0.372, 0.452, 0.225, 0.323, 0.358, -0.301, 0.564, -0.888, -0.741, 0.261]
}

---

No. 2
{
  "formula": "C6H11BrSi",
  "method": "the ωB97M-V functional and the def2-TZVPD basis",
  "fmax_ev_per_a": 7.57,
  "de_lowest_ev": 4.138,
  "s2": 2.011,
  "multiplicity": 3,
  "total_energy_ev": -84312.43277,
  "lumo_energy_ev": [0.5592, -4.3651],
  "symbols": ["C", "C", "C", "C", "C", "C", "Si", "Br", "H", "H", "H", "H", "H", "H", "H", "H", "H", "H", "H"],
  "coordinates": [[1.930, 1.684, -1.331], [-0.267, 0.660, 2.236], [1.545, 0.708, -0.579], [0.252, -0.112, 1.360], [-0.484, -0.781, -1.035], [0.190, 0.354, -0.075], [-2.372, -1.409, -0.267], [-3.481, 0.455, -0.223], [3.016, 1.889, -1.612], [1.191, 2.356, -1.800], [-0.300, 0.351, 3.176], [-0.672, 1.506, 1.758], [2.303, 0.049, -0.038], [0.710, -1.057, 1.727], [0.177, -1.708, -1.010], [-0.546, -0.585, -2.043], [-0.448, 1.300, -0.135], [-2.026, -1.769, 1.089], [-2.994, -2.225, -1.356]],
  "atomic_forces_ev_per_a": [[2.036, 4.625, -4.059], [-0.884, 1.798, -1.655], [-0.666, -6.344, 4.080], [1.407, -2.337, -2.247], [3.096, -0.810, 2.136], [-0.526, 1.327, 0.019], [-0.111, -0.878, -0.596], [-0.199, 1.116, -0.124], [-1.645, -0.300, 0.737], [0.443, -0.379, 0.146], [-0.331, -0.415, 4.217], [-0.934, 1.433, 0.857], [-0.712, 0.764, -1.202], [-0.129, 0.517, -1.030], [-1.101, 0.818, 0.416], [-0.609, 1.036, -2.552], [0.469, -1.415, 0.041], [0.079, -0.540, 0.212], [0.318, -0.016, 0.603]],
  "mulliken_charge": [-0.678, -0.892, -0.457, -0.294, -1.314, 0.545, 0.517, -0.232, 0.252, 0.282, 0.406, 0.287, 0.198, 0.341, 0.399, 0.589, 0.240, -0.072, -0.117]
}